Record 1
Below is C32H20ClF2IN5O2Ti as an isolated structure, with properties calculated with ωB97M-V/def2-TZVPD.

Calculated values
LUMO (alpha / beta)   -0.267 / -0.397 eV
ΔE to the lowest compared entry with this formula, charge and spin   0.0 kJ/mol
⟨S²⟩   0.753

The geometry in ORCA input format:
```
! wB97M-V def2-TZVPD RIJCOSX def2/J DEFGRID3
* xyz 0 2
Ti -0.0307 0.3187 0.0803
O 3.1972 2.5910 -1.1737
C 2.1609 2.1231 -0.7170
N 1.5225 0.9912 -1.0813
C 2.1059 0.2637 -2.1867
C 1.0733 -0.1149 -3.2225
C 1.4383 -0.9596 -4.2733
C 0.4770 -1.3375 -5.1860
C -0.8242 -0.8691 -5.0278
C -1.0865 -0.0406 -3.9554
N -0.1605 0.3367 -3.0712
C 1.4530 2.8938 0.3938
C 2.0473 3.9991 0.9710
C 1.3511 4.6682 1.9675
C 0.1015 4.2090 2.3530
C -0.4136 3.0810 1.7340
N 0.2510 2.4463 0.7686
H 2.5522 -0.6749 -1.8291
H 2.9102 0.8428 -2.6466
H 2.4568 -1.3176 -4.3536
H 0.7304 -1.9952 -6.0078
H -1.6104 -1.1463 -5.7159
H -2.0882 0.3436 -3.7847
H 3.0241 4.3006 0.6220
H 1.7823 5.5388 2.4445
H -0.4702 4.6984 3.1288
H -1.3656 2.6454 2.0154
F 1.1338 -5.0503 -0.9365
C 0.2404 -4.0393 -0.9576
C 0.6344 -2.7760 -0.5620
C -0.2711 -1.7213 -0.5862
C -1.5976 -1.9713 -1.0077
C -1.9367 -3.2683 -1.3816
F -3.1888 -3.5749 -1.8051
C -1.0432 -4.3205 -1.3715
C -2.5468 -0.8230 -1.0782
C -3.9088 -0.9121 -1.3794
C -4.6655 0.2389 -1.4759
C -4.0783 1.4778 -1.2721
C -2.7402 1.4949 -0.9400
N -2.0039 0.3898 -0.8431
H 1.6591 -2.6429 -0.2294
H -1.3445 -5.3115 -1.6759
H -4.3608 -1.8749 -1.5358
H -5.7196 0.1649 -1.7118
H -4.6329 2.4015 -1.3475
H -2.2161 2.4224 -0.7394
Cl 1.7582 -1.0783 6.7069
C 0.8994 -0.7324 5.2329
C -0.4495 -0.5663 5.2558
C -1.1805 -0.2842 4.0733
I -3.2238 -0.0197 4.1964
C -0.5433 -0.1766 2.8612
O -1.1262 0.0727 1.7161
C 0.8826 -0.3404 2.8570
N 1.4739 -0.1897 1.6342
C 2.7744 -0.3167 1.5358
C 3.5955 -0.6123 2.6457
C 3.0206 -0.7605 3.8728
C 1.6205 -0.6192 4.0120
H -0.9785 -0.6512 6.1951
H 3.1983 -0.1733 0.5487
H 4.6616 -0.7091 2.5008
H 3.6190 -0.9826 4.7458
*
```

=====

Record 2
Below is one molecule with the formula C4H4O3S, with properties calculated with ωB97M-V/def2-TZVPD.

Calculated values
LUMO   -1.024 eV
ΔE to the lowest compared entry with this formula, charge and spin   172.6 kJ/mol

The geometry in ORCA input format:
```
! wB97M-V def2-TZVPD RIJCOSX def2/J DEFGRID3
* xyz 0 1
O -2.2416 -1.6223 0.1388
C -1.7444 -0.5656 -0.1197
O -2.2088 0.2844 -1.0363
C -0.4820 -0.0894 0.5608
O -0.0821 1.2326 0.2618
C 0.7068 0.1780 -0.2738
C 2.0670 0.0427 0.3094
S 3.3068 -0.6371 -0.4483
H -1.6886 1.1053 -0.9784
H -0.3562 -0.4128 1.6036
H 0.6018 0.0653 -1.3512
H 2.1212 0.4188 1.3333
*
```

=====

Record 3
Below is one molecule with the formula C2H3BrN2 in a non-equilibrium geometry, with properties calculated with ωB97M-V/def2-TZVPD.

Calculated values
LUMO   0.566 eV
ΔE to the lowest compared entry with this formula, charge and spin   134.6 kJ/mol

The geometry in ORCA input format:
```
! wB97M-V def2-TZVPD RIJCOSX def2/J DEFGRID3
* xyz 0 1
C 0.2615 -0.9804 -0.0141
C 1.2216 -0.0508 -0.2521
N -1.1903 -0.5516 -0.2908
N -1.9686 -0.6183 0.5683
Br 3.0580 -0.0817 0.0716
H 0.3323 -1.8674 0.6025
H -1.3438 -0.2851 -1.2594
H 0.9423 0.8266 -0.7864
*
```

=====

Record 4
Below is C35H31N4O6S2Ti as an isolated structure, with properties calculated with ωB97M-V/def2-TZVPD.

Calculated values
LUMO (alpha / beta)   -5.754 / -5.788 eV
ΔE to the lowest compared entry with this formula, charge and spin   108.0 kJ/mol
⟨S²⟩   0.753

The geometry in ORCA input format:
```
! wB97M-V def2-TZVPD RIJCOSX def2/J DEFGRID3
* xyz 2 2
Ti 0.9006 0.1921 0.2920
O -3.8515 1.1714 -0.2038
C -2.5793 1.3923 0.1146
O -2.1441 1.3948 1.2356
C -1.7418 1.7123 -1.0867
C -2.3215 2.2808 -2.2072
C -1.5111 2.7019 -3.2532
C -0.1435 2.5472 -3.1310
C 0.3519 1.9578 -1.9811
N -0.4158 1.5260 -0.9727
C 1.8365 1.7640 -1.7967
O 2.6225 1.9803 -2.6710
O 2.1462 1.3136 -0.5811
H -4.3686 1.0675 0.6111
H -3.3940 2.4023 -2.2413
H -1.9427 3.1546 -4.1352
H 0.5526 2.8660 -3.8941
O 2.2932 -1.1033 1.1280
S 3.0179 -2.4492 1.2070
C 3.1664 -2.7330 2.9915
C 1.9249 -2.3379 3.7872
C 1.9472 -0.8837 4.2720
C 0.5510 -0.3579 4.6024
S -0.2913 0.6233 3.3370
O -0.0444 -0.1326 2.0071
C 0.7011 2.0862 3.2278
C 1.8917 2.1290 2.5068
C 2.5740 3.3305 2.4078
C 2.0814 4.4639 3.0430
C 0.8962 4.4088 3.7623
C 0.1873 3.2192 3.8444
C 1.8653 -3.7330 0.7819
C 2.4163 -4.8550 0.1724
C 1.5927 -5.9224 -0.1517
C 0.2348 -5.8596 0.1299
C -0.3055 -4.7315 0.7341
C 0.5063 -3.6551 1.0584
H 4.0534 -2.1764 3.3004
H 3.3985 -3.7967 3.0673
H 1.8506 -3.0048 4.6478
H 1.0298 -2.5184 3.1934
H 2.4278 -0.2481 3.5331
H 2.5601 -0.8110 5.1717
H 0.5363 0.3179 5.4613
H -0.1491 -1.1673 4.8226
H 2.3154 1.2424 2.0500
H 3.4931 3.3775 1.8397
H 2.6225 5.3973 2.9686
H 0.5099 5.2972 4.2424
H -0.7600 3.1780 4.3679
H 3.4765 -4.8901 -0.0512
H 2.0077 -6.7976 -0.6333
H -0.4074 -6.6876 -0.1366
H -1.3656 -4.6876 0.9470
H 0.0797 -2.7671 1.5096
N 2.0972 -5.0128 -4.6140
C 1.7543 -6.2436 -5.1295
C 2.4265 -7.1290 -5.9711
C 1.7664 -8.2974 -6.2773
C 0.4813 -8.5830 -5.7703
C -0.1786 -7.7049 -4.9455
C 0.4724 -6.5080 -4.6223
N 0.0498 -5.4574 -3.8391
C 1.0290 -4.5916 -3.8637
C 0.9936 -3.3547 -3.1002
C -0.2252 -2.9177 -2.5792
C -0.2452 -1.8177 -1.7580
N 0.8642 -1.1412 -1.4192
C 2.0321 -1.5145 -1.9733
C 2.1330 -2.5956 -2.8162
H 2.9088 -4.4773 -4.8689
H 3.4107 -6.9150 -6.3652
H 2.2445 -9.0179 -6.9268
H 0.0091 -9.5156 -6.0467
H -1.1676 -7.9160 -4.5624
H -1.1286 -3.4657 -2.8059
H -1.1769 -1.4651 -1.3279
H 2.9000 -0.9215 -1.7109
H 3.1062 -2.8606 -3.2062
*
```

=====

Record 5
Below is one molecule with the formula C4H7NS3 in a non-equilibrium geometry, with properties calculated with ωB97M-V/def2-TZVPD.

Calculated values
LUMO   0.232 eV
ΔE to the lowest compared entry with this formula, charge and spin   60.7 kJ/mol

The geometry in ORCA input format:
```
! wB97M-V def2-TZVPD RIJCOSX def2/J DEFGRID3
* xyz 0 1
C -0.6028 1.3136 0.8424
C -0.5265 0.6835 -0.5567
S 1.1993 0.8380 -1.2361
C 1.9652 -0.3580 -0.1121
S 1.2567 -1.9773 -0.3303
N -0.4383 -1.7053 -0.1759
C -1.1776 -0.6569 -0.5251
S -2.8170 -0.7119 -0.7450
H -1.6276 1.3064 1.3295
H -0.3569 2.3904 0.7495
H 0.1019 0.7911 1.5386
H -1.0389 1.2611 -1.2655
H 2.0524 0.0132 0.9425
H 2.9464 -0.5663 -0.5173
H -0.9362 -2.6218 0.0614
*
```

=====

Energy (computed, eV): -94231.9664, -21188.9212, -75141.6460, -99820.5217, -38256.4983